# 1
Here is C37H42CuN4P2 as an isolated structure from the Open Molecules 2025 dataset. Energies are from ωB97M-V/def2-TZVPD.

spin multiplicity	2
E_LUMO (spin up / spin down)	-1.40 / -1.83	eV
E_HOMO (spin up / spin down)	-7.78 / -7.98	eV

```
86
C37H42CuN4P2 ωB97M-V/def2-TZVPD
H 3.5210 -5.6213 -3.5411
H -0.9096 4.4821 4.2275
H -1.2079 0.4260 -3.5523
H -1.2719 0.2869 6.3875
H 4.4701 1.6384 -3.6049
C 0.9887 2.2035 1.3584
C 1.6571 5.1363 1.9136
P 1.4450 -1.5592 -1.1065
H 0.9715 1.7988 2.3842
C -2.6720 2.7891 -1.7468
C 1.1070 4.6078 3.2806
N 2.1749 -2.7687 -2.4900
H -1.8271 3.0208 -3.8388
H -2.7714 -3.2300 1.8446
H 1.2832 5.4040 4.0219
C -0.2770 3.0454 1.0979
C 0.4750 -3.6855 0.7133
N -2.0273 0.6097 -1.5537
H -2.0410 3.3936 2.3533
C -1.7049 1.0621 -2.8491
C -0.5437 -1.0470 3.2651
H -3.8084 -3.0304 4.0899
H 1.5567 -3.5926 0.8975
C 2.3503 -2.5375 -3.8524
C 4.1241 0.9653 -2.8270
C -2.0314 2.4023 -2.9722
H -3.9980 -3.2978 -1.1637
H 2.0875 -1.6030 -4.3322
C -2.4228 -1.5492 4.7961
H 1.3705 -0.8487 2.2733
C -0.3494 4.2376 3.3109
C 2.6374 -4.0491 -2.2461
C -2.6689 1.6797 -0.9137
C -0.6812 0.0343 5.4950
C 3.9954 -0.3434 -0.9676
H 2.4185 0.4351 4.1214
C 2.5727 4.1826 1.1895
C 0.6184 0.5006 5.3615
H -0.8261 -2.7788 -1.9843
H -0.9986 2.3850 0.5952
H -3.9736 0.3268 -3.3254
C 3.0916 -4.6318 -3.4374
H -2.8882 -1.4106 5.7765
H 3.1299 -3.7511 -5.5185
H 0.9265 1.2983 0.7349
H -5.6595 -3.6599 -3.3032
C -5.0998 -2.7719 -3.0553
C -2.3241 -2.5310 2.5576
C 2.2834 2.8892 1.0008
H 2.2421 6.0482 2.1145
H 4.1670 -0.9429 -0.0882
H 2.0527 0.4701 -3.4605
H -1.5562 -1.7265 -3.2185
C 0.2901 -0.9390 -2.3502
C 1.3699 0.1362 4.2170
C 2.8580 0.3971 -2.7500
C 2.8989 -3.6658 -4.4627
C -0.9693 3.6072 2.3076
H 0.1373 0.1226 -2.1245
C -1.2306 -0.8427 4.5288
H 5.8795 0.7156 -1.4495
H -0.0241 3.8261 0.3710
H 1.7019 3.7293 3.6033
N 2.7346 -0.3541 -1.5735
Cu -0.2644 -1.8467 0.4861
C -1.0105 -1.7296 -2.2680
N -3.6881 -1.3456 -1.9671
H 1.0751 1.1425 6.1233
C -5.0661 -1.5446 -3.7883
H -0.0738 -4.0111 1.6091
H 2.6155 -4.4464 -1.2430
H 0.2811 -4.3631 -0.1281
H 3.5334 4.5818 0.8343
C -1.2034 -1.7810 2.2482
H 3.0175 2.2421 0.5008
H 0.8296 5.4522 1.2652
C 4.8556 0.4768 -1.7002
H -3.0437 1.5636 0.0871
H 0.6563 -1.0198 -3.3783
C -2.9344 -2.4208 3.8514
C -4.2565 -2.6171 -1.9592
C 0.7878 -0.5708 3.1649
H -3.0988 3.7625 -1.5279
P -2.0517 -1.0311 -0.9345
C -4.2135 -0.6938 -3.0853
H -5.5714 -1.3245 -4.7212
```

# 2
Here is C37H42IKN8O6PSe2 as an isolated structure from the Open Molecules 2025 dataset. Energies are from ωB97M-V/def2-TZVPD.

spin multiplicity	1
charge	-1
E_LUMO	0.99	eV
E_HOMO	-3.46	eV
energy relative to the best compared isomer or geometry (same formula, charge and spin)	122.7	kJ/mol

```
98
C37H42IKN8O6PSe2 ωB97M-V/def2-TZVPD
H -3.5350 1.5823 -1.3684
H -0.7500 5.2467 2.2017
H -1.2285 -6.4483 0.9887
H 0.9393 3.2471 5.6413
C 1.6690 -2.9595 2.8130
C -0.7612 2.4649 -5.7009
O 2.7102 3.7594 1.5401
O 0.5952 2.9930 -7.8858
C 1.2920 2.2388 -4.3761
H -7.2804 -1.2357 -0.6972
H 0.3551 5.5885 4.2146
H 3.3957 -4.3826 1.4422
H -1.8214 -3.9744 2.2061
C -6.6523 0.1014 0.8622
C 2.0321 4.4480 2.5804
N 1.2771 2.7087 -6.9240
H 4.2780 2.1696 -2.7757
C 2.6898 2.2928 -4.1951
C 0.6751 3.8449 3.0012
H 1.8689 -3.1444 -3.5660
C 1.3595 -1.8107 0.7387
O -0.8636 -1.3217 -1.5382
C 2.3529 1.8055 -1.8848
C -5.5828 0.5336 1.6405
N 1.8100 -3.0362 1.4059
C 0.5103 1.9654 -3.2275
H -3.4564 -3.4857 0.4027
C 1.0715 -2.5223 -3.1621
C 3.2121 2.0982 -2.9456
C -0.4710 4.2056 2.0241
C 4.0123 -1.1177 0.8783
H 1.8849 -3.9209 3.2819
C -6.4590 -0.9015 -0.0748
C 4.0762 -2.3632 2.9463
C -0.9513 1.9736 -3.3125
C -1.5616 2.2264 -4.5454
H 3.3369 2.5040 -5.0252
C -1.4343 -3.3448 -0.4293
C 0.8483 2.3174 3.1391
H 1.4848 -1.5936 -2.7555
C -4.3216 -0.0219 1.4898
C 0.5814 2.4658 -5.6216
O 1.1631 4.1715 5.4207
K -0.6460 0.6477 -0.2131
Se -0.1530 4.0571 0.0607
H -3.4489 2.4298 -5.5678
H 0.3045 -1.6611 0.9789
I -2.6905 0.6076 2.6799
H 2.6974 4.4228 3.4467
H 1.4154 -1.9520 -0.3388
C 0.3200 -3.2851 -2.1119
C 3.1641 -3.3976 1.0299
H 0.4037 -2.2122 -3.9706
N -2.8331 -1.5286 0.3109
C 0.2995 4.5027 4.3350
H -1.3380 3.5971 2.2903
H 4.1684 -1.2458 -0.1946
N 4.1603 -2.4393 1.5261
H 0.6801 -2.6097 3.1054
C -2.9861 1.7683 -2.2887
C 0.0125 -5.2043 -0.8832
Se -0.2076 1.3756 4.5553
H -5.7295 1.3180 2.3733
C -2.9650 2.2384 -4.6170
N -1.6765 1.7502 -2.2024
O 2.4833 2.5962 -6.9746
C -1.6713 -5.4546 0.9397
H 1.3927 -0.2514 3.4295
P 2.3603 -0.3077 1.1773
O -1.4566 -4.8663 2.2314
H -5.0252 -2.2188 -0.9939
H 2.6263 -2.0048 4.4212
H 0.6161 1.8791 2.1660
C -2.6456 -2.7807 0.1600
N 2.6807 -1.9603 3.4031
H 4.7619 -1.6188 3.3491
C -0.6994 -2.5639 -1.3702
H 3.1018 0.1057 3.4697
H 2.7393 1.6706 -0.8801
H 1.8734 5.5011 2.3054
H 2.0765 3.7504 0.7868
C -1.0328 -4.6710 -0.1731
C -5.2013 -1.4686 -0.2322
H 4.8011 -0.4551 1.2416
C 2.3662 -0.5476 2.9963
H 1.8982 2.1008 3.3392
N 1.0516 1.7095 -2.0195
H 3.2241 -3.4501 -0.0563
C -3.6877 2.0081 -3.4811
H 4.2732 -3.3401 3.3913
N 0.6657 -4.5250 -1.8556
H 0.3662 -6.2097 -0.6767
H -4.7688 2.0050 -3.4813
H -0.7343 4.2380 4.5838
H -7.6273 0.5569 0.9831
H -1.2374 2.6462 -6.6529
C -4.1268 -1.0393 0.5482
H -2.7470 -5.5816 0.7725
```

# 3
Here is C37H42MoN7O7S3 as an isolated structure from the Open Molecules 2025 dataset. Energies are from ωB97M-V/def2-TZVPD.

spin multiplicity	3
charge	-1
E_LUMO (spin up / spin down)	0.97 / 0.82	eV
E_HOMO (spin up / spin down)	-3.59 / -4.42	eV
energy relative to the best compared isomer or geometry (same formula, charge and spin)	653.6	kJ/mol

```
97
C37H42MoN7O7S3 ωB97M-V/def2-TZVPD
C -0.7097 5.7482 6.9676
C 1.4403 -3.7487 -3.8537
H 6.3162 3.3473 -2.1932
C 0.3637 1.4433 2.2745
N 0.3602 0.1931 1.4087
H -1.6207 5.0335 3.7587
N -1.4401 -4.6607 3.2174
H 0.5906 1.1661 3.3097
H 2.9512 2.4716 -3.5243
C -0.4088 -3.7861 3.2490
H -1.1224 -6.7269 3.6788
H -1.1063 4.5057 8.7076
H 3.9998 0.7731 1.0528
H 0.2842 -6.0111 1.1136
S -0.6968 -2.2153 4.0158
H -2.2808 -4.4997 3.7561
C 3.7783 1.1653 0.0200
H -3.2228 4.6434 -2.5211
C -1.0536 -5.9981 2.8287
C -0.4661 -4.1574 -2.2922
O 0.8371 -1.0809 -1.7216
H 2.2897 -4.9937 -2.2862
Mo -1.1737 -0.5771 2.3063
C 1.7236 -3.2851 -5.1144
H 0.2419 3.5673 -1.5526
H -2.1801 1.5368 6.4642
H 5.6979 2.1372 -0.2626
C -3.8354 0.7904 2.2738
N -2.7026 1.0247 2.9154
C -0.7837 3.4744 -3.3441
C 3.2855 -5.3372 -4.1218
O 2.4885 2.4632 2.2140
O -1.7304 2.3087 7.3585
C 5.3350 3.3413 -2.7128
H -1.6568 -6.3721 2.0014
H -1.5262 -2.4494 0.1071
C -4.4513 -1.0989 -0.9416
N -2.5879 2.2824 3.4242
H 0.0794 -1.2124 -4.0211
H -1.1868 -1.7359 -2.9061
C -1.5335 3.4426 6.7782
C 1.2055 -2.2474 -2.0018
C 2.2665 1.2656 -1.8930
N -2.7046 -0.9119 1.0441
H -3.3877 5.5543 -4.0943
C 2.5404 0.8301 -0.5908
H 1.0952 -2.5084 -5.5753
C -1.1224 4.5885 7.6082
C -1.7685 3.6381 5.3737
C 4.6827 1.9929 -0.6569
H -5.4601 0.6081 -0.0682
C -0.9473 5.9656 5.6069
C -2.6822 5.0916 -3.3859
C 0.4479 -3.0721 -2.9656
N -0.3547 4.1019 -2.1925
S 1.5336 -0.4038 0.3598
C -3.8139 -0.1047 1.1613
C 2.3490 -4.7084 -3.3456
O 0.9985 2.7095 0.4203
C 3.4242 -4.9891 -5.4938
H -2.0153 5.9185 -2.9544
H -0.6096 1.9453 2.1805
N -1.8780 4.0612 -3.9729
H 3.8951 -6.1454 -3.7256
H -1.0233 -4.5752 -3.1207
H -0.2725 6.5355 7.5440
H -1.1131 -3.6709 -1.5222
C 0.3715 -5.9095 2.2360
H -1.1219 -2.5539 -4.5018
H -0.6672 6.9377 5.1652
C 2.5913 -4.0006 -5.9547
H -3.2329 -2.9195 -1.6114
H 1.0224 -6.7481 2.5785
H -2.0694 3.7585 -4.9200
H 2.0914 -2.7777 -1.5538
C 3.1610 2.1238 -2.5092
C -3.3498 -2.0239 -0.9624
H -4.7191 1.3896 2.5502
S 1.1368 -4.3712 2.8561
H 4.9595 4.4007 -2.8402
C -1.4314 4.9259 4.8264
H 5.5352 2.8976 -3.6734
C -2.4257 -1.8249 0.0584
C -4.6976 -0.1395 0.0843
C -2.2943 2.3712 4.7251
H -5.1604 -1.2132 -1.7550
C 4.4054 2.4786 -1.9235
H 2.6659 -3.6319 -6.9776
C -0.5034 -2.0848 -3.7119
H -0.7860 4.9602 -1.8993
O -2.6275 1.3500 5.4909
H 4.2082 -5.4154 -6.1006
C 1.3871 2.3224 1.6133
H 0.0676 -4.9581 -1.7792
H 1.3163 0.9968 -2.3604
O -0.2403 2.4659 -3.7965
O 2.5352 -1.1887 1.0748
```

# 4
Here is C37H42N4O9ReSSi as an isolated structure from the Open Molecules 2025 dataset. Energies are from ωB97M-V/def2-TZVPD.

spin multiplicity	2
E_LUMO (spin up / spin down)	-0.97 / -0.90	eV
E_HOMO (spin up / spin down)	-7.67 / -7.52	eV
energy relative to the best compared isomer or geometry (same formula, charge and spin)	26.8	kJ/mol

```
95
C37H42N4O9ReSSi ωB97M-V/def2-TZVPD
Re 0.0171 0.7565 -0.2432
C -3.0329 2.6838 -3.4372
H 2.3037 -1.8747 -4.2332
N -5.9254 1.7524 -2.9487
H 7.8556 -0.2186 3.1726
H -4.5460 -0.7678 -3.3236
H 4.0248 0.5970 4.8165
C -4.0879 0.4088 -0.0295
C -2.7733 0.6729 -0.3075
O -0.1059 -0.8305 -1.4010
C 2.0638 -3.4262 -1.8790
H 3.7920 -1.8550 -3.2581
H 1.5740 -3.9512 -2.6968
H -0.9106 -2.7842 -7.5227
H 2.7378 -1.3314 4.1589
H 3.3684 0.2654 0.4871
C 1.9916 0.7033 4.1387
O 0.0161 2.4007 0.8403
N -5.9475 1.5000 -4.1596
H -0.0299 1.1162 3.5530
H -5.2410 1.9399 -6.5522
C -3.4101 -1.1254 -5.0898
C 3.5250 0.0067 1.5329
H 2.1804 4.4512 5.0665
C 7.0623 -0.7282 2.6416
C -0.7682 2.3966 -2.7158
H 2.4561 3.0756 -3.4454
C -4.8048 1.4601 -2.1087
C 1.9816 -1.9217 -2.0961
C -5.0893 0.8177 -0.9319
C 0.8823 1.5256 3.9679
H 3.7346 4.2913 0.5145
H 0.2957 2.5435 -2.8303
H 2.4485 -0.3546 -1.0322
C -4.7026 1.0926 -6.1471
C 2.6419 3.6619 -2.5419
H -6.1269 0.5884 -0.7246
C 2.8691 3.6246 0.4899
O 2.5138 -1.3234 -0.9311
H 1.9650 4.2322 0.5270
Si 2.9146 2.5659 -1.0418
H 0.9825 -1.1946 3.9270
H 1.8173 4.3654 -2.4105
O 0.8658 -0.2469 1.4263
H 2.8768 3.0189 1.3986
C 5.8430 -0.0948 2.4501
H 4.1508 2.9904 5.4071
H 1.5772 -3.6954 -0.9415
C 3.1656 1.2405 4.6624
H -2.2898 -3.2606 -6.5069
H -2.9201 -1.9875 -4.6621
C -3.1214 -0.6979 -6.3856
C 0.9521 2.8695 4.3035
H 5.6891 0.9077 2.8315
C -4.9516 0.7128 -4.8304
C -4.3238 -0.4193 -4.3228
H 3.5445 4.2506 -2.7193
H 5.2476 2.4154 -1.8683
H -0.9955 -2.2436 -5.8257
C 2.7686 -1.4863 -3.3292
O -0.0857 -1.9670 -3.2930
O -1.7547 0.2851 0.4698
H -4.3407 -0.1224 0.8775
H 3.4785 0.9236 2.1213
C 1.9445 -0.7271 3.7130
C 3.2345 2.5831 5.0005
H -3.5707 0.7050 -7.9328
C 4.6207 1.7908 -1.2291
N -1.1274 2.9523 1.3724
H 8.2093 -2.5079 2.3014
H -1.3523 3.5576 -4.4260
C 2.1275 3.4007 4.8141
H 4.2340 -2.5066 0.7090
H 3.1100 -3.7305 -1.8324
C 6.2377 -2.6514 1.4667
C 4.8152 -0.7318 1.7622
C -1.7008 2.9428 -3.6090
H -3.7598 3.1143 -4.1119
C 5.0211 -2.0174 1.2681
H 6.3903 -3.6490 1.0763
C -1.5741 -2.4639 -6.7243
C 0.4980 -1.5573 -2.3153
C -3.4618 1.8581 -2.3742
O -0.9235 3.9885 1.8871
O -2.2366 -1.3050 -7.2107
S 2.0875 -1.0007 1.9273
N -1.1495 1.6820 -1.6801
O 1.8100 1.3468 -0.9668
C -2.4756 1.4174 -1.4850
C -3.7826 0.4113 -6.9141
H 4.5787 0.7977 -1.6830
H 0.0881 3.5048 4.1580
H 5.1375 1.6907 -0.2719
H 2.7950 -0.3958 -3.3950
C 7.2603 -2.0103 2.1525
```

# 5
Here is C37H42N4P2Pb as an isolated structure from the Open Molecules 2025 dataset. Energies are from ωB97M-V/def2-TZVPD.

spin multiplicity	1
E_LUMO	-1.37	eV
E_HOMO	-7.64	eV
energy relative to the best compared isomer or geometry (same formula, charge and spin)	61.1	kJ/mol

```
86
C37H42N4P2Pb ωB97M-V/def2-TZVPD
H 1.7694 -4.9198 4.7234
H 1.1983 1.7810 -7.6071
H 0.0735 -1.9723 -1.4287
H -4.9751 0.2805 -1.1014
H 3.8548 3.5860 1.1186
H -1.6253 -2.8392 4.0763
C 0.7073 1.3613 -5.5034
C 5.6845 -0.5521 4.1311
C -2.9729 0.9765 -2.3176
P -2.3647 1.9518 -0.8598
C 3.0085 0.1269 3.5156
H 2.6616 3.3982 2.4403
C 1.1623 -3.1052 1.0382
N -3.5087 1.1686 0.2310
H 1.4762 -3.1996 4.9762
H -3.6279 -3.4196 -3.2676
H 2.5484 4.8433 1.2349
H -2.7037 2.0069 2.0463
C 0.0839 -0.1189 -7.1111
H -6.4189 -0.0982 1.1271
N 0.0662 0.2751 -4.8742
C 0.5663 -1.7695 1.5080
H 6.6249 1.9965 0.2782
P -0.4034 0.4454 -3.1520
C 2.8239 3.7911 1.4202
H -0.8887 -1.5090 -5.6357
H 1.0631 2.1879 -4.9061
H -1.2570 -1.0438 2.4772
C -4.7017 0.9748 2.1518
H -5.6606 5.0897 -2.9728
H 3.5923 -3.7803 3.5149
C 0.7458 1.1321 -6.8686
C -5.4511 0.3745 1.0885
H -1.9159 2.2715 -3.7063
C 0.0917 -4.1670 3.5844
H 6.7022 -0.8731 4.4257
C -4.6476 3.4393 -1.9707
H 1.4287 -1.2305 1.9405
C -4.0227 5.5696 -1.4973
H 4.8034 -1.3791 5.9395
H -2.5495 0.7792 -4.4158
H 0.1690 -4.7546 2.6667
C 4.6358 -0.8105 5.0169
C 4.6162 1.2733 0.4142
H 7.4341 0.8676 2.3262
H 2.6716 -0.1772 5.6497
H -5.0054 1.0929 3.1799
H 0.3558 -3.8406 0.9351
C 3.6443 0.7805 1.2239
H -0.0708 -0.5881 -8.0707
C -4.7235 0.5439 -0.0821
C -2.0604 1.1969 -3.5224
H -2.9963 -0.0786 -2.0145
H -0.4944 -4.7838 4.2769
H 0.2542 -1.2331 0.5869
C -4.9173 4.7657 -2.2697
H -1.8364 -3.9424 -1.2566
N -3.5156 3.3874 -1.1594
C -1.8128 -3.1007 -1.9417
C -3.1806 4.6983 -0.8171
N -1.1343 -1.2248 -3.0509
C 3.9965 0.2826 2.4992
Pb 1.6218 2.4176 0.0114
H -5.1677 2.5436 -2.2729
H 1.9692 0.3808 3.2739
H -2.7753 -1.1999 -4.4962
C 3.3482 -0.2796 4.7983
H -3.9990 1.2034 -2.6366
C 2.5622 -3.7696 3.1413
C -0.8372 -2.1067 -2.0040
C -0.5894 -1.9224 2.5059
C 5.4401 0.1202 2.8879
C -2.7514 -2.8407 -2.9887
H -2.3802 4.8882 -0.1205
C -0.3429 -0.6126 -5.8812
H 4.4719 1.7184 -0.5710
C 2.3724 -3.5832 1.8134
C 1.5136 -3.9815 4.1940
H 3.1987 -3.7974 1.1298
H 1.5547 -3.0016 0.0129
C -2.3135 -1.7008 -3.6534
C -3.5258 1.4645 1.6020
H -4.0159 6.6420 -1.4411
C 5.9502 1.3859 0.8806
C 6.3838 0.7661 2.0366
C -0.7597 -2.9203 3.3951
```

Calculated total energy: -108221.2714, -227662.3216, -98169.1414, -84281.4551, -68829.5436 (eV)
Max |F|: 6.63, 1.34, 5.59, 0.54, 4.47 (eV Å⁻¹)